ORCA calculation (ωB97M-V/def2-TZVPD) on a structure of composition C29H51Cl2N4O4SiSm at a distorted geometry.

Atoms and positions in Å:
1 C 0.90707 3.19266 -3.48233
2 C 2.31733 3.27623 -2.97222
3 H 0.32731 4.08735 -3.19671
4 H 0.41544 2.29571 -3.08831
5 H 0.87172 3.15978 -4.58583
6 C 3.07428 4.36064 -3.23949
7 C 2.61828 5.62010 -3.88501
8 H 4.15021 4.31888 -3.07757
9 H 1.72129 6.03374 -3.41569
10 H 2.43462 5.54354 -4.96327
11 H 3.40769 6.36745 -3.77886
12 Sm -1.20330 -1.27222 -0.21005
13 Cl 0.68266 -1.45887 -1.90731
14 C 1.18381 -2.95881 1.26893
15 O 0.09596 -2.31089 1.31791
16 N 1.89324 -3.18401 2.36326
17 C 1.44125 -2.63752 3.63780
18 C 3.20280 -3.80882 2.29319
19 H 1.58688 -3.34493 0.31661
20 H 0.38092 -2.88079 3.78604
21 H 1.56130 -1.54467 3.66880
22 H 2.05922 -3.09395 4.41041
23 H 3.16291 -4.58642 1.52139
24 H 3.43230 -4.23398 3.27038
25 H 3.98663 -3.08743 2.02153
26 H -3.30243 -2.33836 4.20434
27 H -4.56875 -4.97707 3.57751
28 C -4.12837 -2.08713 3.52347
29 C -5.15545 -4.28128 2.96067
30 N -4.34968 -3.14929 2.54489
31 H -3.91611 -1.14180 3.02213
32 C -3.55685 -3.25292 1.47680
33 O -2.69622 -2.38728 1.20761
34 H -5.49961 -4.79226 2.06055
35 H -3.71343 -4.14502 0.83720
36 H -5.04612 -2.00702 4.10849
37 H -5.99966 -3.89781 3.53968
38 H -5.73313 2.89161 0.42991
39 H -2.10798 3.08104 0.14552
40 C -5.11431 2.91301 1.33910
41 C -2.65973 3.18487 1.08306
42 N -3.81394 2.29994 1.09371
43 H -5.64288 2.38705 2.13890
44 C -3.69831 1.01702 0.77367
45 O -2.62253 0.51297 0.32864
46 H -1.97590 2.95654 1.90933
47 H -4.62291 0.41077 0.90630
48 H -4.92992 3.95513 1.62036
49 H -3.03322 4.20825 1.18069
50 O 2.07177 1.31536 -1.39395
51 C 2.91134 1.97971 -2.34628
52 C 4.71765 3.20756 -1.03549
53 C 4.32924 2.11755 -1.81821
54 H 3.99057 3.98829 -0.80728
55 C 6.03895 3.29057 -0.54762
56 H 2.93240 1.28654 -3.21848
57 C 5.26536 1.12938 -2.15401
58 H 6.31620 4.13270 0.08804
59 C 6.96419 2.29363 -0.86527
60 C 6.57982 1.22823 -1.68945
61 H 4.93519 0.29117 -2.77079
62 H 7.97213 2.31347 -0.43465
63 H 7.29984 0.44734 -1.94487
64 Si 1.60195 1.66621 0.35406
65 Cl 0.08595 2.99172 -0.46562
66 C 2.32935 3.22960 1.13274
67 C 2.97366 0.30107 0.77638
68 C 0.53440 0.92037 1.85499
69 H 3.42309 3.26011 1.11575
70 H 1.98392 3.25623 2.17708
71 H 1.94579 4.14270 0.64770
72 H -0.55442 1.12213 1.83076
73 H 0.90319 1.40667 2.78279
74 H 0.67242 -0.16128 2.04002
75 H 3.93981 0.83691 0.81947
76 H 3.02616 -0.47052 -0.00860
77 H 2.81167 -0.19349 1.75179
78 C -0.91042 -4.69656 -1.45771
79 C -2.18660 -4.07025 -1.88929
80 C -3.33056 -4.72370 -2.40649
81 C -4.33174 -3.73710 -2.57081
82 C -3.76741 -2.51461 -2.14289
83 C -4.43807 -1.20022 -2.06429
84 N -2.46170 -2.72733 -1.74458
85 H -0.83060 -5.68465 -1.93669
86 H -0.89293 -4.86707 -0.36745
87 H -0.04317 -4.08677 -1.73284
88 H -3.38006 -5.79732 -2.61711
89 H -5.36840 -3.84140 -2.89345
90 H -4.82004 -1.02068 -1.04678
91 H -3.75690 -0.38485 -2.34876
92 H -5.30732 -1.19114 -2.73805

Forces on atoms 1 to 2 (eV/Å):
C -0.444 0.040 -0.017
C 0.949 0.364 0.001

Values from the calculation:
LUMO (spin up / spin down) ... -0.5 / -0.3 eV
Spin multiplicity ... 6
DFT total energy ... -3523.5374 Eh
Expectation value of S² ... 8.76
E_HOMO (spin up / spin down) ... -0.2433 / -0.2433 Eh
Gap between HOMO and LUMO (spin up / spin down) ... 6.13 / 6.29 eV

Here are the Mulliken charges for atoms 1 to 8, given in e: atom 1 (C): -1.73, atom 2 (C): 0.93, atom 3 (H): 0.31, atom 4 (H): 0.13, atom 5 (H): 0.43, atom 6 (C): -0.14, atom 7 (C): -1.49, atom 8 (H): 0.45